Below is C3H7N2P in the gas phase, with properties calculated with ωB97M-V/def2-TZVPD.

CARTESIAN COORDINATES (ANGSTROEM)
C1 1.61 -0.38 -0.08
C2 -1.04 0.07 -0.03
C3 -0.95 0.70 1.31
N1 2.24 -0.54 -1.15
N2 -1.89 0.45 -0.88
P1 0.00 -1.41 -0.13
H1 1.94 0.33 0.74
H2 0.03 0.47 1.76
H3 -1.11 1.72 1.30
H4 -1.74 0.19 1.79
H5 3.07 -0.12 -1.31
H6 -2.11 0.02 -1.72
H7 -0.06 -1.51 -1.62

Values from the calculation:
charge	0
E_tot	-15491.030	eV
SMILES	[H]/N=C(/C)P/C=N/[H]
2S+1	1
Kohn-Sham gap	9.75	eV
largest force on an atom	0.0765	hartree/bohr
HOMO energy	-0.3237	Eh
LUMO	0.94	eV
relative energy (zero: lowest compared OMol25 entry of this formula, charge and spin)	17.5	kJ/mol

***

Below is a gas-phase ion, C3H7N2S (charge +1), with properties calculated with ωB97M-V/def2-TZVPD.

CARTESIAN COORDINATES (ANGSTROEM)
C1 1.19 -0.88 -0.19
C2 1.74 0.50 0.29
C3 -2.19 0.23 0.07
N1 -0.13 -0.98 -0.06
N2 -0.75 0.09 -0.06
S1 0.14 1.56 -0.18
H1 1.43 -0.91 -1.34
H2 1.58 -1.76 0.23
H3 2.12 0.66 1.28
H4 2.55 0.79 -0.34
H5 -2.35 1.01 0.81
H6 -2.49 -0.79 0.37
H7 -2.83 0.48 -0.89

Values from the calculation:
charge	+1
E_tot	-17030.497	eV
SMILES	C[N+]1=NCCS1
2S+1	1
Kohn-Sham gap	9.18	eV
largest force on an atom	0.1008	hartree/bohr
HOMO energy	-0.5442	Eh
LUMO	-5.62	eV
relative energy (zero: lowest compared OMol25 entry of this formula, charge and spin)	296.5	kJ/mol

***

Below is a gas-phase ion, C3H7N2S2 (charge +1), with properties calculated with ωB97M-V/def2-TZVPD.

CARTESIAN COORDINATES (ANGSTROEM)
C1 -0.37 0.24 -1.13
C2 1.98 0.50 -1.16
C3 0.98 1.01 0.89
N1 -1.06 -0.79 -0.32
N2 0.90 0.54 -0.52
S1 3.43 0.76 -1.59
S2 -2.54 -0.16 0.59
H1 -0.96 1.03 -0.99
H2 -0.39 0.08 -2.16
H3 0.96 2.15 0.87
H4 1.95 0.60 1.15
H5 0.07 0.66 1.36
H6 -0.35 -1.13 0.46
H7 -1.39 -1.65 -0.86

Values from the calculation:
charge	+1
E_tot	-27864.369	eV
2S+1	1
Kohn-Sham gap	5.02	eV
largest force on an atom	0.0842	hartree/bohr
HOMO energy	-0.4261	Eh
LUMO	-6.57	eV
relative energy (zero: lowest compared OMol25 entry of this formula, charge and spin)	436.7	kJ/mol

***

Below is 2 unconnected molecules or ions with the total composition C3H7N3, with properties calculated with ωB97M-V/def2-TZVPD.

CARTESIAN COORDINATES (ANGSTROEM)
N1 0.34 -0.29 2.01
C1 0.64 -0.49 0.60
C2 -0.48 -0.15 -0.34
N2 -1.46 0.50 0.21
C3 0.29 0.37 -2.97
N3 0.65 0.71 -4.02
H1 0.40 -1.17 2.52
H2 0.98 0.36 2.45
H3 0.98 -1.51 0.36
H4 1.47 0.15 0.26
H5 -0.11 0.01 -1.91
H6 -1.47 0.68 1.21
H7 -2.22 0.85 -0.37

Values from the calculation:
charge	0
E_tot	-7692.159	eV
2S+1	1
Kohn-Sham gap	9.51	eV
largest force on an atom	0.0221	hartree/bohr
HOMO energy	-0.3302	Eh
LUMO	0.52	eV
relative energy (zero: lowest compared OMol25 entry of this formula, charge and spin)	243.1	kJ/mol

***

Below is C3H7N3 in the gas phase, with properties calculated with ωB97M-V/def2-TZVPD.

CARTESIAN COORDINATES (ANGSTROEM)
C1 -0.86 0.03 0.48
C2 0.25 1.33 0.18
C3 0.13 -1.15 0.21
H1 -2.41 0.64 -0.52
H2 -1.66 -0.36 -1.33
H3 -1.46 0.14 1.37
H4 0.32 1.71 1.26
H5 -0.12 1.99 -0.57
H6 2.35 0.72 -0.39
H7 -0.03 -2.09 0.56
N1 -1.91 -0.13 -0.38
N2 1.44 0.52 -0.30
N3 1.32 -0.95 -0.12

Values from the calculation:
charge	0
E_tot	-7691.529	eV
SMILES	N[C@H]1C=NNC1
2S+1	1
Kohn-Sham gap	9.48	eV
largest force on an atom	0.1038	hartree/bohr
HOMO energy	-0.3112	Eh
LUMO	1.02	eV
relative energy (zero: lowest compared OMol25 entry of this formula, charge and spin)	303.9	kJ/mol

***

Below is C3H7N3 in the gas phase, with properties calculated with ωB97M-V/def2-TZVPD.

CARTESIAN COORDINATES (ANGSTROEM)
C1 -0.86 0.64 -0.06
C2 1.38 -0.34 -0.07
C3 2.70 -0.45 0.00
H1 -3.20 -1.21 0.53
H2 -3.17 0.60 0.15
H3 -1.35 1.60 -0.17
H4 0.94 1.65 -0.15
H5 0.84 -1.29 -0.15
H6 3.37 0.45 0.09
H7 3.11 -1.47 -0.12
N1 -2.84 -0.45 -0.14
N2 -1.43 -0.47 0.03
N3 0.51 0.74 0.08

Values from the calculation:
charge	0
E_tot	-7692.538	eV
SMILES	C=CN/C=N/N
2S+1	1
Kohn-Sham gap	8.89	eV
largest force on an atom	0.0689	hartree/bohr
HOMO energy	-0.2914	Eh
LUMO	0.96	eV
relative energy (zero: lowest compared OMol25 entry of this formula, charge and spin)	206.6	kJ/mol

***

Below is C3H7N3 in the gas phase, with properties calculated with ωB97M-V/def2-TZVPD.

CARTESIAN COORDINATES (ANGSTROEM)
C1 1.20 0.28 0.74
C2 -0.05 0.70 0.79
C3 -1.19 0.30 -0.16
H1 1.45 -1.57 0.30
H2 2.77 -0.62 0.20
H3 1.86 0.78 1.50
H4 -0.35 1.46 1.52
H5 0.18 -0.54 -1.45
H6 -1.49 -0.87 -1.89
H7 -3.01 0.56 -0.53
N1 1.75 -0.72 -0.02
N2 -0.82 -0.50 -1.22
N3 -2.31 0.74 0.22

Values from the calculation:
charge	0
E_tot	-7693.899	eV
SMILES	[H]/N=C(N)/C=C\N
2S+1	1
Kohn-Sham gap	9.64	eV
largest force on an atom	0.0814	hartree/bohr
HOMO energy	-0.3236	Eh
LUMO	0.83	eV
relative energy (zero: lowest compared OMol25 entry of this formula, charge and spin)	75.2	kJ/mol

***

Below is a gas-phase ion, C3H7N3 (charge +2), with properties calculated with ωB97M-V/def2-TZVPD.

CARTESIAN COORDINATES (ANGSTROEM)
C1 0.56 0.14 -0.75
C2 -1.77 -0.26 -1.04
C3 1.29 0.01 1.62
N1 -0.82 -0.30 0.87
N2 -0.50 0.06 -1.53
N3 0.33 -0.03 0.60
H1 1.56 0.45 -1.29
H2 -2.09 -1.25 -0.81
H3 -2.65 0.46 -0.98
H4 2.10 -0.64 1.70
H5 0.89 0.08 2.58
H6 1.73 0.98 1.55
H7 -0.62 0.29 -2.52

Values from the calculation:
charge	+2
E_tot	-7669.701	eV
2S+1	1
Kohn-Sham gap (spin up / spin down)	8.75 / 8.75	eV
largest force on an atom	0.1129	hartree/bohr
HOMO energy (spin up / spin down)	-0.7878 / -0.7879	Eh
LUMO (spin up / spin down)	-12.69 / -12.69	eV
relative energy (zero: lowest compared OMol25 entry of this formula, charge and spin)	606.6	kJ/mol

***

Below is a molecular structure, C3H7N3O, with properties calculated with ωB97M-V/def2-TZVPD.

CARTESIAN COORDINATES (ANGSTROEM)
C1 1.71 -0.44 0.48
C2 -0.91 -0.28 -0.18
C3 -0.49 1.15 -0.55
N1 -1.24 -0.39 1.17
O1 0.84 -0.33 -0.62
N2 -1.62 -0.92 -1.05
N3 -0.54 2.16 -1.13
H1 -0.49 -0.38 1.85
H2 -1.85 -1.17 1.38
H3 -1.24 -0.86 -1.99
H4 -0.04 2.84 -1.67
H5 1.62 0.41 1.18
H6 2.73 -0.44 0.10
H7 1.53 -1.37 1.04

Values from the calculation:
charge	0
E_tot	-9737.957	eV
2S+1	1
Kohn-Sham gap	8.80	eV
largest force on an atom	0.0207	hartree/bohr
HOMO energy	-0.3038	Eh
LUMO	0.54	eV
relative energy (zero: lowest compared OMol25 entry of this formula, charge and spin)	489.8	kJ/mol

***

Below is C3H7N3O in the gas phase, with properties calculated with ωB97M-V/def2-TZVPD.

CARTESIAN COORDINATES (ANGSTROEM)
C1 2.50 0.33 0.20
N1 1.11 0.18 0.59
C2 0.19 -0.21 -0.33
O1 0.41 -0.23 -1.52
N2 -1.03 -0.61 0.25
C3 -2.20 -0.28 -0.44
N3 -3.23 0.12 0.18
H1 2.50 0.65 -0.84
H2 3.04 -0.63 0.27
H3 2.98 1.08 0.83
H4 0.91 -0.02 1.56
H5 -1.13 -0.36 1.22
H6 -2.05 -0.38 -1.51
H7 -3.99 0.35 -0.45

Values from the calculation:
charge	0
E_tot	-9742.767	eV
SMILES	[H]/N=C/NC(=O)NC
2S+1	1
Kohn-Sham gap	10.72	eV
largest force on an atom	0.0126	hartree/bohr
HOMO energy	-0.3639	Eh
LUMO	0.82	eV
relative energy (zero: lowest compared OMol25 entry of this formula, charge and spin)	25.7	kJ/mol